17
Properties=species:S:1:pos:R:3:forces:R:3:lowdin_charge:R:1 method="wB97M-V/def2-TZVPD" orbital_gap_ha=0.363 smiles="NCNC=O.O.O" total_charge=0 e_homo_ev=-9.3320 lumo_ev=0.55
N -0.630123 1.277384 1.162228 0.3 0.5 -0.8 0.009
C -1.855871 0.496231 1.004040 0.1 0.5 0.4 -0.266
N -1.678204 -0.860209 0.496334 -0.2 0.6 0.4 0.025
C -0.973306 -1.170918 -0.616362 -0.2 -0.2 0.3 -0.374
O -0.282619 -0.388431 -1.218762 0.2 0.2 -0.5 0.027
H -0.663275 2.115155 0.569213 -0.3 -0.4 0.4 0.076
H 0.158389 0.803411 0.734507 -0.1 -0.4 0.3 0.056
H -2.618114 1.048571 0.440975 0.3 -0.1 -0.3 0.119
H -2.277157 0.396973 2.000937 -0.2 -0.3 0.1 0.103
H -2.288343 -1.513549 0.950402 0.0 -0.5 -0.3 0.120
H -1.064481 -2.230242 -0.907642 0.0 -0.1 0.0 0.125
O 5.099885 4.289410 -2.468926 0.1 -0.1 -0.1 -0.062
H 4.851265 4.338829 -3.398015 0.0 0.0 0.1 0.031
H 5.861765 3.700597 -2.458784 0.0 0.0 0.1 0.031
O -0.493080 -4.151670 1.601322 -0.2 0.3 0.2 -0.057
H -0.924233 -3.383757 1.194820 0.4 -0.6 -0.1 -0.003
H -0.222498 -4.767785 0.913713 -0.1 0.3 -0.2 0.038

68
Properties=species:S:1:pos:R:3:forces:R:3:lowdin_charge:R:1 method="wB97M-V/def2-TZVPD" orbital_gap_ha="0.172 / 0.243" multiplicity=4 total_charge=+4 e_homo_ev="-19.0206 / -21.0259" lumo_ev="-14.35 / -14.41"
Re 0.118676 1.109762 -0.399150 0.1 -7.4 6.2 1.122
P 1.532934 -0.485295 1.483952 2.1 -0.2 1.6 0.863
P 1.629943 2.578539 0.283494 2.3 2.1 1.7 0.666
P -1.115236 -3.021106 -0.013351 0.5 -1.2 -0.9 0.920
H 1.354751 0.189080 -1.151247 -0.6 1.0 0.5 0.111
C 0.279433 0.483007 -2.312883 -0.9 1.0 -3.5 -0.283
C -1.001453 1.390646 -2.249235 -0.9 -0.5 -3.9 -0.175
H -1.320496 1.935130 -1.234006 0.0 -0.4 -1.3 0.085
C 3.069780 -1.302089 0.850277 -0.2 0.1 -0.6 -0.221
C 2.321466 0.460147 2.903235 -0.3 0.4 -0.5 -0.229
C 1.100967 -1.873767 2.670281 -1.0 -0.3 -0.3 -0.231
C 1.113214 3.882328 -0.848357 0.1 0.1 -0.1 -0.187
C 1.403218 3.355064 1.959732 -0.3 -0.4 -0.4 -0.173
C 3.393083 2.201897 0.014804 -0.2 0.1 -0.2 -0.186
C -2.315597 -2.954481 -1.347146 -1.0 -2.0 1.7 -0.056
C -1.769375 -2.845385 1.621482 -1.1 -0.1 1.4 -0.186
C 0.330451 -4.027311 -0.245976 0.3 -1.5 -0.4 -0.185
H 0.996540 0.934538 -3.030931 -0.2 -0.5 0.6 0.156
H -0.835043 2.183351 -2.985351 -0.4 0.2 0.4 0.158
H 3.597704 -1.773798 1.701876 -0.4 0.3 -0.4 0.085
H 3.745002 -0.565029 0.391674 -0.2 -0.4 0.1 0.045
H 2.810740 -2.088233 0.121704 0.2 0.3 0.2 0.050
H 2.953100 -0.238356 3.471507 -0.2 0.2 -0.4 0.082
H 1.537659 0.832351 3.574170 0.3 0.0 -0.1 0.055
H 2.940919 1.288514 2.550050 -0.2 -0.2 0.3 0.022
H 2.001933 -2.132066 3.254665 -0.3 0.4 -0.5 0.089
H 0.780159 -2.778856 2.145034 0.1 0.3 0.3 0.004
H 0.332421 -1.577917 3.400474 0.2 -0.2 -0.2 0.055
H 1.185683 4.797140 -0.252247 0.0 0.2 -0.5 0.088
H 0.073014 3.741602 -1.195275 0.5 0.4 0.0 0.050
H 1.822614 3.853346 -1.674452 -0.2 0.4 -0.3 0.081
H 2.384156 3.753189 2.258100 -0.3 0.0 0.0 0.092
H 1.011126 2.669628 2.730420 0.3 0.4 -0.5 0.034
H 0.690177 4.176378 1.806222 0.2 -0.2 0.2 0.069
H 3.765416 3.068797 -0.541795 0.3 -0.1 0.2 0.083
H 3.529946 1.299582 -0.599251 0.0 0.4 0.2 0.049
H 3.921888 2.098630 0.968521 0.0 0.1 -0.3 0.067
H -2.448871 -3.971873 -1.791839 0.0 1.2 -0.6 0.130
H -2.067191 -2.070291 -2.250379 -0.4 -0.6 0.2 0.122
H -3.258756 -2.572076 -0.870321 0.7 -0.3 -0.9 0.124
H -2.860859 -3.085440 1.573897 0.9 0.0 0.6 0.099
H -1.632490 -1.783882 1.953749 -0.3 -1.1 -0.4 0.030
H -1.195614 -3.508799 2.319122 -0.9 0.3 -0.6 0.096
H -0.040715 -4.980093 -0.664868 0.5 0.1 0.2 0.087
H 0.853502 -4.236848 0.699314 -0.4 0.0 -0.2 0.071
H 1.083660 -3.630460 -0.943941 -0.5 0.1 0.1 0.062
C -1.595022 -0.827604 -2.124910 2.0 0.1 5.4 -0.265
C -0.220806 -0.950568 -2.756024 -0.1 0.5 1.0 -0.222
C -0.445116 -1.223878 -4.197420 0.4 0.1 -0.8 0.028
C -1.590337 -0.728673 -4.809585 0.1 -0.4 -0.6 -0.033
C -2.470104 0.099113 -4.141586 -0.1 0.8 -0.8 0.029
C -2.234340 0.409457 -2.697333 -0.6 0.2 0.3 -0.130
O -1.466356 -0.681730 -0.689335 -0.2 4.0 -3.3 -0.305
H -0.918921 -1.574413 -0.128408 0.7 0.5 -0.9 -0.058
H 0.398018 -1.694654 -2.245670 -0.1 -0.1 -0.2 0.138
H 0.292987 -1.801502 -4.753537 -0.2 0.1 0.2 0.141
H -1.821901 -1.022477 -5.850270 0.3 0.3 0.7 0.156
H -3.357101 0.479926 -4.665581 0.4 0.0 0.5 0.149
H -3.140970 0.781696 -2.224852 -0.1 -0.4 0.2 0.169
N -1.441380 0.603612 2.590885 1.0 -1.3 0.7 0.004
C -2.428695 1.230970 3.262370 0.2 0.2 -0.5 0.019
C -2.829053 2.260430 2.435483 -0.6 0.9 -0.4 0.014
C -2.054580 2.193617 1.280396 -0.1 -0.8 1.1 -0.106
N -1.188038 1.162375 1.379209 -0.2 1.0 -0.5 -0.167
H -0.903248 -0.191894 3.000244 -0.5 1.2 -0.9 0.128
H -2.754795 0.909777 4.263249 0.2 0.2 -0.7 0.172
H -3.591467 2.998441 2.588831 -0.2 0.0 0.3 0.135
H -2.042325 2.788800 0.378065 -0.4 0.3 0.3 0.113

22
Properties=species:S:1:pos:R:3:forces:R:3:lowdin_charge:R:1 method="wB97M-V/def2-TZVPD" orbital_gap_ha="0.213 / 0.353" multiplicity=4 total_charge=+1 e_homo_ev="-9.3359 / -13.4758" lumo_ev="-3.54 / -3.87"
Tm -0.295286 1.180210 0.988858 -1.1 -0.3 -0.8 1.504
O -0.620142 -0.973024 1.262681 0.2 0.6 0.1 -0.252
O 3.133562 -1.470707 0.129549 -0.9 0.0 0.4 0.025
C 3.942241 -0.262171 0.097112 0.4 0.3 -0.1 -0.059
C 2.906821 0.834690 -0.063559 0.6 0.7 -0.6 -0.106
O 1.659244 0.086116 0.037906 -0.3 0.1 0.9 -0.241
C 1.859665 -1.225168 0.200594 1.3 -0.6 -1.2 -0.118
H 4.474117 -0.203892 1.051964 0.0 -0.1 -0.3 0.148
H 4.633321 -0.345219 -0.745163 -0.1 0.0 0.3 0.149
H 2.861798 1.337839 -1.033259 0.3 -0.3 0.1 0.146
H 2.995732 1.609631 0.703237 -0.4 -0.3 0.1 0.116
Li 0.149866 -2.491486 -0.035983 -0.4 0.0 0.3 0.741
O -1.790579 -2.220283 -0.155399 0.7 1.1 0.2 0.021
O -2.792235 -0.548187 0.991421 0.7 0.7 0.2 -0.007
C -3.574647 -0.009179 -0.081884 -0.3 -0.4 -0.8 -0.119
C -2.837015 1.217386 -0.626910 -1.3 0.3 -0.2 -0.308
O -1.476355 0.960661 -0.689015 1.2 0.5 0.9 -0.408
C -1.703012 -1.246252 0.610231 -1.3 -2.1 0.1 -0.763
H -3.660788 -0.776067 -0.863665 -0.1 0.2 0.3 0.137
H -4.568739 0.229395 0.314302 0.4 -0.1 -0.1 0.144
H -3.084722 2.083887 0.021408 0.2 -0.1 -0.1 0.113
H -3.263513 1.447184 -1.623853 0.3 0.0 0.4 0.137